Entry 1:
Molecular formula: C18H26N4O6S
Method: DFT, wB97M-V/def2-TZVPD

Last column: natural (NBO) charge in e.
Atoms and positions in Å:
C 0.603 0.587 1.883  -0.414
N -0.290 0.135 0.826  -0.449
C -0.527 -1.299 0.690  -0.211
C -1.828 -1.794 1.324  -0.413
C -1.804 -1.824 2.859  -0.224
N -3.078 -1.365 3.446  -0.694
C -2.907 -0.782 4.740  0.679
O -2.785 -1.439 5.746  -0.537
C -2.825 0.686 4.759  -0.403
C -2.845 1.478 5.870  0.039
N -2.775 2.816 5.641  -0.426
C -2.672 3.054 4.366  0.038
C -2.509 4.453 3.827  0.339
O -1.151 4.799 3.704  -0.514
C -0.850 5.037 2.327  -0.102
C -2.212 5.226 1.676  -0.101
O -3.105 4.542 2.558  -0.530
S -2.699 1.668 3.352  0.471
C -0.858 1.075 0.013  0.692
O -0.699 2.268 0.207  -0.643
C -1.644 0.594 -1.203  -0.507
C -2.363 1.721 -1.936  -0.218
N -3.496 2.339 -1.253  -0.433
C -4.533 1.529 -0.624  -0.236
C -5.341 2.387 0.323  -0.084
O -5.961 3.405 -0.436  -0.516
C -4.968 4.297 -0.900  -0.165
C -3.731 3.655 -1.517  0.655
O -2.978 4.348 -2.180  -0.627
H 0.843 1.632 1.714  0.246
H 0.155 0.503 2.873  0.193
H 1.523 0.001 1.860  0.196
H -0.502 -1.572 -0.365  0.207
H 0.322 -1.809 1.150  0.207
H -2.651 -1.151 1.018  0.212
H -2.053 -2.791 0.935  0.210
H -1.562 -2.831 3.210  0.197
H -1.014 -1.176 3.240  0.197
H -3.695 -2.162 3.573  0.384
H -2.932 1.100 6.878  0.226
H -2.980 5.137 4.541  0.175
H -0.233 5.933 2.269  0.192
H -0.317 4.192 1.897  0.199
H -2.497 6.277 1.593  0.174
H -2.266 4.752 0.699  0.215
H -0.930 0.157 -1.907  0.240
H -2.321 -0.214 -0.937  0.215
H -1.656 2.522 -2.135  0.263
H -2.694 1.339 -2.909  0.189
H -5.229 1.155 -1.387  0.191
H -4.104 0.662 -0.127  0.201
H -6.115 1.799 0.815  0.200
H -4.705 2.837 1.088  0.188
H -5.413 4.938 -1.657  0.222
H -4.608 4.933 -0.079  0.194

Cartesian forces (eV/Å) of the 6 atoms listed first:
0.07 0.03 -0.03
-0.12 -0.06 0.09
0.00 0.01 -0.11
0.01 -0.03 0.08
0.04 0.12 -0.10
-0.30 -0.13 -0.02

Summary:
- Lowest unoccupied orbital energy: -0.12 eV
- Calculated total energy: -1770.1522 hartree
- Energy above the lowest of the compared OMol25 structures with the same formula, charge and spin: 0.852 eV
- Highest occupied orbital energy: -9.35 eV
- Kohn-Sham gap: 9.23 eV
- Charge: 0
- SMILES string: CN(CCCNC(=O)c1cnc(C2OCCO2)s1)C(=O)CCN1CCOCC1=O


Entry 2:
Molecular formula: C18H26N8O8SZn
Method: DFT, wB97M-V/def2-TZVPD

Last column: natural (NBO) charge in e.
Atoms and positions in Å:
Zn -0.432 0.329 1.481  1.634
C -2.386 4.025 -1.719  -0.674
C -2.611 3.758 -0.281  0.376
N -3.379 4.428 0.515  -0.253
N -3.243 3.804 1.727  -0.370
C -2.412 2.757 1.705  0.243
S -1.949 1.728 2.942  -0.282
N -2.010 2.722 0.403  -0.236
N -1.113 1.776 -0.081  -0.751
H -2.991 4.878 -2.013  0.255
H -2.668 3.160 -2.318  0.260
H -1.335 4.251 -1.905  0.237
H -3.742 4.140 2.531  0.431
H -1.494 1.331 -0.916  0.429
H -0.194 2.223 -0.201  0.435
O 2.112 -0.763 3.300  -0.610
C 2.235 0.378 2.908  0.692
C 3.402 1.306 3.213  -0.522
C 3.183 2.487 2.272  -0.519
C 1.854 2.177 1.604  0.707
O 1.338 2.873 0.731  -0.688
N 1.342 1.008 2.071  -0.880
H 4.340 0.775 3.060  0.237
H 3.352 1.580 4.267  0.244
H 3.947 2.572 1.499  0.237
H 3.116 3.453 2.770  0.241
C 2.615 -2.289 -1.725  -0.619
C 2.764 -1.919 -0.253  0.098
C 3.349 -3.090 0.531  -0.611
C 3.681 -0.698 -0.096  -0.634
N 1.428 -1.705 0.323  -0.488
N 0.680 -0.619 -0.222  -0.763
H 3.589 -2.525 -2.156  0.215
H 2.190 -1.470 -2.310  0.200
H 1.966 -3.160 -1.828  0.220
H 4.349 -3.330 0.167  0.208
H 2.711 -3.967 0.427  0.225
H 3.418 -2.841 1.592  0.225
H 4.656 -0.898 -0.544  0.220
H 3.835 -0.473 0.961  0.210
H 3.289 0.196 -0.590  0.194
H 1.505 -1.574 1.329  0.384
H 0.135 -0.969 -1.005  0.393
H 1.294 0.117 -0.572  0.355
O -1.216 -3.397 1.636  -0.582
C -1.582 -2.369 1.126  0.781
O -1.663 -1.192 1.699  -0.948
C -2.016 -2.333 -0.327  -0.192
C -1.802 -3.368 -1.147  -0.139
C -2.201 -3.358 -2.547  -0.189
C -2.755 -2.287 -3.125  -0.193
C -2.864 -1.058 -2.328  0.208
C -2.597 -1.084 -0.875  0.532
N -3.915 -0.090 -2.794  0.537
O -3.709 1.093 -2.660  -0.376
O -4.940 -0.595 -3.192  -0.349
H -1.344 -4.254 -0.724  0.251
H -2.080 -4.269 -3.118  0.226
H -3.136 -2.297 -4.136  0.237
H -2.898 -0.411 0.840  0.528
O -3.288 -0.260 -0.064  -0.709
O -1.713 -0.413 -1.859  -0.529

Cartesian forces (eV/Å) of the 6 atoms listed first:
-0.14 -0.02 -0.01
0.02 0.03 -0.01
-0.03 -0.04 -0.01
0.02 0.01 0.01
0.01 -0.03 0.00
0.01 0.00 -0.08

Summary:
- Lowest unoccupied orbital energy: -0.46 eV
- Calculated total energy: -3918.9867 hartree
- Energy above the lowest of the compared OMol25 structures with the same formula, charge and spin: 0.000 eV
- Highest occupied orbital energy: -8.92 eV
- Kohn-Sham gap: 8.46 eV
- Charge: 0


Entry 3:
Molecular formula: C18H26O5
Method: DFT, wB97M-V/def2-TZVPD

Last column: natural (NBO) charge in e.
Atoms and positions in Å:
O -0.348 5.295 -5.407  -0.603
C 0.822 5.191 -5.125  0.781
O 1.740 6.049 -5.608  -0.690
C 1.389 4.154 -4.249  -0.236
C 2.756 4.078 -3.978  -0.130
C 3.241 3.089 -3.156  -0.298
C 2.379 2.147 -2.580  0.422
O 2.976 1.235 -1.780  -0.505
C 2.220 0.190 -1.195  -0.069
C 1.927 -0.932 -2.194  -0.425
C 1.374 -2.203 -1.548  -0.392
C -0.014 -2.042 -0.913  -0.402
C 0.033 -1.756 0.587  -0.423
C -1.376 -1.593 1.164  -0.063
O -1.365 -1.199 2.524  -0.555
C -1.237 -2.250 3.447  0.379
C -1.041 -1.628 4.834  -0.433
C -2.332 -0.952 5.289  -0.401
C -3.472 -1.964 5.221  -0.427
C -3.551 -2.521 3.803  -0.074
O -2.331 -3.128 3.406  -0.543
C 1.013 2.225 -2.849  -0.347
C 0.531 3.220 -3.674  -0.115
H 1.302 6.703 -6.173  0.500
H 3.426 4.799 -4.419  0.232
H 4.294 3.015 -2.933  0.225
H 1.299 0.586 -0.754  0.174
H 2.859 -0.190 -0.393  0.196
H 1.229 -0.576 -2.955  0.203
H 2.866 -1.173 -2.699  0.216
H 1.318 -2.962 -2.331  0.214
H 2.078 -2.563 -0.796  0.198
H -0.583 -2.963 -1.060  0.207
H -0.560 -1.244 -1.421  0.193
H 0.595 -0.845 0.795  0.200
H 0.537 -2.581 1.093  0.198
H -1.902 -0.790 0.637  0.182
H -1.946 -2.523 1.049  0.183
H -0.375 -2.888 3.193  0.156
H -0.224 -0.910 4.777  0.219
H -0.771 -2.425 5.528  0.206
H -2.216 -0.567 6.303  0.209
H -2.546 -0.115 4.622  0.209
H -4.423 -1.499 5.482  0.211
H -3.280 -2.783 5.919  0.200
H -4.300 -3.312 3.722  0.192
H -3.804 -1.712 3.104  0.170
H 0.318 1.522 -2.420  0.218
H -0.525 3.290 -3.888  0.236

Cartesian forces (eV/Å) of the 6 atoms listed first:
0.06 -0.05 0.05
-0.55 0.22 -0.26
0.46 0.16 -0.04
0.09 -0.20 0.17
-0.21 -0.02 -0.02
0.01 -0.23 0.16

Summary:
- Lowest unoccupied orbital energy: 0.74 eV
- Calculated total energy: -1077.7010 hartree
- Energy above the lowest of the compared OMol25 structures with the same formula, charge and spin: 0.763 eV
- Highest occupied orbital energy: -8.76 eV
- Kohn-Sham gap: 9.50 eV
- Charge: 0
- SMILES string: O=C(O)c1ccc(OCCCCCCO[C@H]2CCCCO2)cc1